[1]
A molecular structure, C49H49AsF6GeNO2SeSiW in a non-equilibrium geometry. Source: OMol25; level of theory: ωB97M-V/def2-TZVPD.

## Properties
- E: -265903.13467 eV
- 2S+1: 4
- Total charge: -2
- Lowest unoccupied orbital energy (alpha / beta): 4.0 / 4.0 eV
- Gap between HOMO and LUMO (alpha / beta): 3.998 / 4.974 eV

Geometry (Å):
H (0.18590, 3.05191, -5.78238)
C (1.75289, -2.92782, 6.22637)
C (-1.88611, 2.73005, 1.24650)
C (4.63222, 3.51899, 3.38934)
H (1.58860, -3.61410, 7.05302)
H (-0.01296, 6.99980, -4.12649)
C (-0.20802, 0.81607, -1.48656)
F (-2.31879, 2.04451, 3.97734)
O (1.08560, 0.16453, 1.66539)
Se (-2.26083, -1.39933, 0.35714)
H (0.28523, -3.86242, 4.95865)
H (-1.91979, 2.31470, 2.27604)
C (0.10118, 5.07943, -5.09409)
H (-1.79536, -3.40752, 2.09068)
H (4.38143, -1.24962, -2.96603)
C (-2.38057, 1.15560, -5.05918)
Ge (-0.00739, 1.22647, -3.38105)
H (-6.25314, -6.72061, -0.55095)
H (-3.79283, -1.28745, -2.26022)
C (1.97602, 0.58086, -5.39615)
C (-0.00989, 3.14443, -3.63093)
C (6.14789, -1.70943, 1.56424)
C (3.17052, 0.03280, -5.87365)
C (1.64401, 0.47389, -4.03846)
W (-0.44594, 0.38680, 0.60258)
H (-2.77726, -2.70047, -4.89327)
C (-3.63409, -2.75730, 0.17599)
C (5.11108, -1.10784, 2.28248)
H (2.27630, -0.28741, -2.11405)
C (-4.71480, -1.34854, -1.64469)
C (-0.12512, 5.38635, -2.70456)
C (-0.01200, 5.92630, -3.98842)
C (3.71027, -0.73810, -3.64389)
H (-0.91342, -1.60097, -3.69503)
H (7.08543, -1.94821, 2.06087)
C (4.03808, -0.62557, -4.99783)
H (1.33165, 1.90953, 4.62868)
H (-4.13777, 1.12172, -6.30445)
C (-6.71697, -5.75240, -0.26735)
C (-5.65073, -4.70630, -0.12087)
H (-6.45574, -3.41557, -1.64064)
H (-2.03939, -5.15000, 1.76604)
F (-1.29271, -1.42658, 4.29798)
H (4.96228, -1.04985, -5.36819)
C (-4.66623, -2.57624, -0.77418)
C (3.74253, -1.10691, 0.29035)
H (-3.13254, 1.04890, 0.56312)
C (-3.43293, 0.52970, -5.73509)
H (4.84358, 1.85115, 2.07384)
H (2.81012, -0.88967, -0.23442)
H (5.27735, -0.89290, 3.33700)
H (3.42275, 0.11706, -6.92279)
C (4.22333, 2.29463, 2.85204)
C (1.02107, -3.06718, 5.05059)
F (-1.15296, 0.34576, 2.44219)
H (0.63728, -2.31724, 3.07965)
F (-3.42167, -0.22735, 3.50361)
H (-0.21353, 6.04245, -1.84827)
H (-0.21345, 3.59866, -1.52459)
H (4.18323, 5.10192, 4.77773)
C (4.78126, -1.71136, -0.42174)
C (2.51589, -0.19113, -3.16427)
H (-5.58647, -1.36404, -2.33306)
H (-7.45724, -5.47615, -1.04811)
H (4.64826, -1.95179, -1.47371)
C (2.90847, -1.02434, 5.28122)
C (-3.57576, -0.85977, -5.67566)
H (5.54731, 3.98769, 3.03459)
As (-1.80569, 0.30899, 4.13749)
C (0.10243, 3.69247, -4.91685)
C (-4.63074, -4.88530, 0.81814)
H (-2.28501, 2.23083, -5.11272)
H (-4.79500, -0.44093, -1.01026)
H (2.07624, 4.05434, 5.55811)
C (-0.45335, 3.10856, 0.96929)
C (-3.62011, -3.92561, 0.97855)
C (-2.17954, 1.58511, 0.31874)
F (-2.45869, 0.27248, 5.83276)
H (-4.39056, -1.34298, -6.19921)
C (2.27152, 2.33416, 4.27253)
H (0.42009, -1.00064, -0.00844)
H (-3.03833, -4.30615, 3.01197)
C (5.98247, -2.01087, 0.21505)
H (-2.20725, 1.93688, -0.73307)
C (-2.66647, -1.62484, -4.93944)
C (-2.56084, -4.20162, 2.01475)
H (3.65325, -0.24023, 5.41256)
H (0.93979, 4.63374, 0.77612)
H (-2.60287, 3.57457, 1.16834)
H (-4.62347, -5.78039, 1.43019)
C (3.86621, 4.14687, 4.36699)
H (0.18699, 5.49746, -6.08873)
H (1.31238, 1.08051, -6.08677)
C (3.04066, 1.66784, 3.29371)
H (-0.70543, 5.15598, 1.19011)
C (2.68432, 3.55777, 4.80594)
Si (2.44583, 0.01237, 2.59443)
H (3.26153, -1.79832, 7.26377)
C (-0.12454, 3.99948, -2.52491)
C (-5.66453, -3.55314, -0.91301)
H (0.61890, 1.28071, -0.91158)
F (-0.18970, 0.84522, 4.77172)
C (2.18000, -1.14824, 4.08094)
H (6.78826, -2.48399, -0.34027)
C (2.69346, -1.90734, 6.34302)
C (1.22925, -2.18607, 3.98704)
O (0.32267, 2.20841, 0.70331)
C (3.88754, -0.79181, 1.65720)
N (-0.04238, 4.39610, 0.97892)
C (-1.61371, -1.00111, -4.26263)
C (-1.46651, 0.39095, -4.32073)
H (-7.25370, -5.87543, 0.69692)

***

[2]
A molecular structure, C49H49AsN3O4P2PtSSe2Si in a non-equilibrium geometry. Source: OMol25; level of theory: ωB97M-V/def2-TZVPD.

## Properties
- E: -296338.89350 eV
- 2S+1: 3
- Total charge: -1
- Lowest unoccupied orbital energy (alpha / beta): 2.3 / 2.3 eV
- Gap between HOMO and LUMO (alpha / beta): 6.079 / 7.810 eV
- Energy above the lowest of the compared OMol25 structures with the same formula, charge and spin: 0.00 kcal per mole

Geometry (Å):
H (-5.96573, 2.84623, -1.48672)
C (-3.45527, 4.98378, -3.88435)
C (-6.60629, -0.39136, 0.48777)
H (-4.58210, 4.80284, -0.69392)
C (-3.37427, 3.32332, -1.66656)
H (0.80761, -4.21785, 3.79142)
C (8.40755, 3.04931, -1.53136)
H (4.87545, -3.11173, 1.21457)
H (-2.36872, -2.75870, -1.29312)
C (-3.15568, 4.53345, 1.60296)
C (-4.10842, 4.60903, 3.81243)
C (-3.44784, 3.17812, 1.51646)
C (2.94336, -4.00192, 3.84511)
H (-4.69773, -2.49334, 1.90462)
H (8.27272, -2.70473, 4.27452)
Se (0.59640, -2.69279, -1.34154)
H (6.01183, 0.10160, 1.95257)
H (2.34085, 3.08397, -0.38490)
C (-6.13868, 1.94713, -0.91464)
Si (-2.28163, -2.45151, 1.18151)
C (3.59987, -3.89860, -1.55394)
H (-4.63609, 6.30034, -2.67264)
H (8.91617, 3.98159, -1.74331)
C (-0.92128, -1.26232, 1.66583)
C (-4.06704, 4.52666, -1.60574)
H (-4.22364, 1.47124, 2.54906)
O (-2.34731, 0.80038, -0.14590)
As (-3.26118, 2.14705, -0.13108)
H (4.41459, -4.34613, -4.80730)
H (-3.48846, 5.63120, -4.75191)
C (7.88823, -2.37390, 3.31755)
N (3.04091, 0.95732, 0.02024)
H (-6.78590, -1.31346, 1.02778)
H (1.37307, 4.45172, 0.26937)
C (3.66359, -3.66510, -2.92478)
C (3.98622, -3.35168, 1.78040)
H (-2.15492, 2.02512, -2.83532)
H (-1.35408, -0.37305, 2.13793)
H (8.67343, 0.30857, 0.43521)
O (-1.10294, 3.46200, -0.18296)
H (-3.79582, -1.32607, 2.88002)
C (6.90836, -1.52031, 0.86686)
C (7.11631, -1.22071, 3.24172)
C (-3.74581, -2.31266, 2.41190)
C (-3.00448, -2.25858, -0.55830)
Se (6.76151, -2.20173, -2.34239)
C (1.70304, -3.98467, 3.22844)
C (8.92041, 2.17941, -0.58321)
C (-4.02809, 2.53456, 2.60525)
H (-3.64975, -3.05248, 3.21039)
H (-4.01129, -2.67693, -0.63439)
C (1.60078, -3.65669, 1.88401)
C (-7.39676, 1.35989, -0.94278)
C (-4.10348, 5.35808, -2.71561)
H (-2.62692, 5.01563, 0.79212)
H (-8.18822, 1.81278, -1.52814)
O (0.06068, 1.66151, -1.39592)
H (5.39949, -6.75733, -1.40932)
C (7.09116, 0.66912, -0.97161)
C (4.99247, -5.64334, -3.19879)
Pt (0.08225, -0.26352, 0.07258)
C (8.26628, 0.98725, -0.30374)
C (-4.34659, 3.24336, 3.75304)
C (7.24662, 2.71868, -2.21944)
H (-0.21260, -1.69392, 2.37331)
H (6.89467, -0.65815, 4.14015)
O (0.28511, 1.89265, 1.04908)
C (-2.71870, 2.95109, -2.83167)
C (8.16279, -3.10303, 2.16900)
H (-4.53794, -0.28568, 1.03980)
H (-4.39236, 5.17280, 4.69231)
C (-2.76433, 3.78144, -3.94048)
C (2.73849, -3.33385, 1.16193)
H (-2.63263, -4.93629, 1.22976)
H (7.87458, -3.23367, 0.03465)
N (4.32300, 0.78025, -0.14021)
H (-3.05090, -1.20179, -0.82824)
H (-1.28470, -4.50909, 2.27867)
H (9.83118, 2.43219, -0.05447)
H (3.02309, -4.25410, 4.89537)
H (-2.25177, 3.49375, -4.85003)
C (7.67383, -2.67613, 0.94205)
H (0.64585, -3.64435, 1.37909)
C (-5.35166, 0.19603, 0.50924)
H (6.84452, 3.39483, -2.96307)
H (1.35169, 4.09845, -1.48998)
P (2.57150, -2.77950, -0.56683)
C (4.20871, -5.02585, -1.01179)
S (0.06131, 2.55809, -0.23829)
H (8.75992, -4.00439, 2.22737)
C (-5.10050, 1.38220, -0.17760)
C (-7.63722, 0.19212, -0.23484)
H (-8.61880, -0.26474, -0.26385)
H (-3.28542, 6.30803, 2.79446)
C (1.43863, 3.67682, -0.49097)
H (5.70114, 1.25827, -2.49316)
C (4.35572, -4.53846, -3.74388)
H (-4.78836, 2.73317, 4.59982)
P (6.27092, -0.93605, -0.73380)
H (4.13580, -5.22927, 0.04722)
C (6.59662, 1.52797, -1.95065)
C (-1.75933, -4.28374, 1.31901)
N (2.39012, -0.16478, -0.19091)
H (-1.06439, -4.55578, 0.52206)
H (3.17442, -2.79172, -3.33805)
C (3.28372, -1.13530, -0.50590)
C (6.62313, -0.79172, 2.02126)
C (4.91485, -5.88811, -1.83632)
C (4.08761, -3.69470, 3.11751)
C (-3.49924, 5.24748, 2.74166)
C (4.54321, -0.51644, -0.46851)
H (5.55034, -6.31759, -3.83662)
H (5.06058, -3.71582, 3.59097)